[1]
Density functional theory data (the ωB97M-V functional and the def2-TZVPD basis) for a structure of composition C31H28FN6OPt in a non-equilibrium geometry.

The largest force on an atom comes out at 1.374 eV/A. The value obtained for the energy above the lowest of the compared OMol25 structures with the same formula, charge and spin is 72.9 kJ/mol. Its net charge is -1.

Element x y z (Å)
Pt (-0.72524, 0.74620, -0.51288)
O (-2.15569, 2.07561, -0.74159)
C (-3.44849, 1.98213, -0.91426)
C (-4.15973, 3.19082, -1.08480)
C (-5.52118, 3.20923, -1.26787)
C (-6.25962, 2.01884, -1.29791)
C (-5.57872, 0.83168, -1.14692)
C (-4.19075, 0.78745, -0.96121)
C (-3.51069, -0.50495, -0.86856)
N (-2.22900, -0.74995, -1.06799)
C (-2.05149, -2.11626, -0.94085)
C (-3.23716, -2.70325, -0.66214)
N (-4.15227, -1.66966, -0.61828)
H (-3.58056, 4.10528, -1.05271)
H (-6.02597, 4.16054, -1.38859)
H (-7.32964, 2.02684, -1.45445)
H (-6.13927, -0.09693, -1.19442)
H (-1.08785, -2.56796, -1.07777)
H (-3.51150, -3.72782, -0.48282)
H (-5.11660, -1.74361, -0.35504)
C (3.88238, 1.82421, -0.85523)
C (2.71631, 1.91233, 0.13315)
C (2.83777, 3.17551, 0.98877)
C (2.62272, 0.64512, 0.96429)
C (3.40063, 0.52096, 2.11141)
C (3.36472, -0.62990, 2.88341)
C (2.53774, -1.67232, 2.50631)
C (1.74799, -1.58525, 1.36101)
C (0.84360, -2.74144, 1.00166)
C (-0.27313, -2.89133, 2.03803)
C (1.61362, -4.05344, 0.83938)
C (1.78837, -0.42082, 0.58719)
N (0.98308, -0.28367, -0.59729)
C (1.47659, -0.86213, -1.74278)
C (2.69613, -1.57498, -1.76647)
C (3.19559, -2.17263, -2.91704)
C (2.51353, -2.09614, -4.12045)
C (1.31603, -1.38640, -4.14190)
C (0.83630, -0.80014, -2.99658)
F (-0.32978, -0.10567, -3.11212)
H (3.95816, 2.74519, -1.44148)
H (3.75929, 0.98912, -1.54694)
H (4.82652, 1.68403, -0.31883)
H (1.79929, 1.98706, -0.44448)
H (3.83799, 3.27788, 1.42183)
H (2.11373, 3.18014, 1.80542)
H (2.65593, 4.06161, 0.37681)
H (4.04272, 1.34174, 2.41058)
H (3.97148, -0.70775, 3.77889)
H (2.50318, -2.57238, 3.11107)
H (0.39715, -2.50057, 0.04257)
H (0.14097, -3.17794, 3.00978)
H (-0.98882, -3.66194, 1.73681)
H (-0.81631, -1.95322, 2.17099)
H (2.13617, -4.32707, 1.76044)
H (2.35303, -3.97670, 0.03980)
H (0.92887, -4.87009, 0.59096)
H (3.26254, -1.64063, -0.84764)
H (4.13722, -2.70725, -2.85954)
H (2.89319, -2.56762, -5.01749)
H (0.73633, -1.27144, -5.05022)
N (-0.23841, 1.62146, 1.29931)
C (-0.69933, 2.35986, 2.06959)
C (-1.21525, 3.23382, 3.01656)
C (-2.07716, 2.73233, 4.03867)
N (-2.77551, 2.32327, 4.86241)
C (-0.84893, 4.61268, 2.97377)
N (-0.55275, 5.72828, 2.93665)

These are the Löwdin partial charges, in e, on atoms 1 to 4: atom 1 (Pt): 1.1740, atom 2 (O): -0.2641, atom 3 (C): -0.3432, atom 4 (C): -0.0118


[2]
Density functional theory data (the ωB97M-V functional and the def2-TZVPD basis) for a structure of composition C35H50BCl3F4N5O2RbS2Si3 in a non-equilibrium geometry.

The largest force on an atom comes out at 11.153 eV/A. The value obtained for the energy above the lowest of the compared OMol25 structures with the same formula, charge and spin is 602.4 kJ/mol. Its net charge is -2.

Element x y z (Å)
Rb (-0.13236, -0.77756, -0.80000)
C (-1.46421, 2.43108, 2.48444)
Si (-1.04355, 0.95203, 3.61486)
C (-2.69311, 0.02331, 3.80345)
C (-0.77811, 1.78512, 5.32972)
C (0.35792, -0.07806, 3.07340)
Si (0.29360, -1.89964, 3.29253)
C (-1.13146, -2.78104, 2.39980)
C (0.09894, -2.36096, 5.15020)
C (1.82956, -2.83820, 2.69143)
Si (1.97036, 0.72651, 2.90474)
C (1.92296, 2.57785, 2.45370)
C (3.09625, 0.66397, 4.45808)
C (3.03939, 0.07004, 1.46066)
C (4.26716, -0.57224, 1.62948)
C (4.96326, -1.04148, 0.52778)
C (4.41565, -0.85387, -0.73163)
C (3.19728, -0.19624, -0.82122)
N (2.53251, 0.26098, 0.23345)
H (-2.44291, 2.85970, 2.72566)
H (-1.47723, 2.11471, 1.43832)
H (-0.72220, 3.22859, 2.57990)
H (-3.47964, 0.67704, 4.19193)
H (-2.59506, -0.82693, 4.48439)
H (-3.01706, -0.35637, 2.83142)
H (-1.63473, 2.39177, 5.64437)
H (0.10111, 2.43762, 5.29931)
H (-0.59684, 1.02663, 6.09709)
H (-2.10498, -2.35827, 2.65819)
H (-1.14445, -3.85015, 2.63000)
H (-0.97920, -2.67790, 1.32129)
H (-0.78572, -1.86504, 5.56215)
H (0.96415, -2.00103, 5.71542)
H (-0.00301, -3.43739, 5.32694)
H (1.79743, -2.91492, 1.59878)
H (1.86146, -3.85446, 3.09362)
H (2.75853, -2.33700, 2.96952)
H (1.44095, 3.17732, 3.23154)
H (1.33133, 2.65059, 1.53688)
H (2.92667, 2.97903, 2.27818)
H (2.55675, 1.12902, 5.28784)
H (4.05614, 1.17951, 4.34378)
H (3.29352, -0.37373, 4.74573)
H (4.66074, -0.71050, 2.62979)
H (5.91028, -1.55590, 0.64735)
H (4.91723, -1.20878, -1.62206)
H (2.73707, -0.02110, -1.78928)
F (-1.50582, 0.65541, -3.26968)
B (-1.05051, 0.29991, -4.57152)
F (-1.64275, -0.92978, -4.93000)
F (-1.46745, 1.29321, -5.48049)
F (0.34795, 0.19333, -4.55495)
Cl (-10.80392, 1.55414, -6.23116)
C (-9.36595, 1.36099, -5.27693)
C (-8.74626, 2.47430, -4.73178)
C (-7.59250, 2.30328, -3.99117)
C (-7.03483, 1.04509, -3.78155)
C (-5.77824, 0.89899, -2.95597)
C (-6.13492, 0.84139, -1.45655)
N (-5.12392, 0.12172, -0.73020)
C (-5.15973, -1.22415, -0.43504)
C (-3.94104, -1.52155, 0.10298)
N (-3.16100, -0.39605, 0.12070)
C (-3.90124, 0.57076, -0.35049)
O (-4.88738, 1.98796, -3.12958)
C (-3.62065, 1.65916, -3.74286)
C (-3.73688, 1.04329, -5.11101)
C (-4.30136, 1.64429, -6.19647)
Cl (-4.78981, 3.27948, -6.33380)
S (-4.39212, 0.59596, -7.56730)
C (-3.62668, -0.66703, -6.67844)
C (-3.32999, -0.29000, -5.41223)
C (-7.70773, -0.05292, -4.31606)
Cl (-7.11300, -1.66075, -4.03680)
C (-8.85957, 0.08938, -5.06912)
H (-9.16089, 3.45820, -4.90246)
H (-7.07801, 3.15702, -3.57137)
H (-5.28212, -0.03934, -3.21130)
H (-7.09844, 0.35414, -1.30470)
H (-6.19400, 1.87156, -1.10207)
H (-6.02588, -1.82311, -0.66228)
H (-3.56093, -2.46638, 0.45665)
H (-3.58022, 1.59227, -0.49358)
H (-3.07473, 0.97744, -3.08929)
H (-3.05872, 2.59069, -3.78405)
H (-3.43222, -1.60919, -7.16476)
H (-2.80100, -0.91188, -4.70000)
H (-9.35333, -0.77534, -5.48832)
C (-1.88278, 6.20201, -1.10925)
N (-0.64578, 6.07052, -0.38297)
C (-0.06830, 7.00903, 0.45696)
C (1.01413, 6.44170, 1.01823)
N (1.09899, 5.15791, 0.51821)
C (0.06726, 4.89622, -0.33677)
S (-0.25396, 3.49261, -1.14528)
H (-2.00550, 7.22966, -1.44925)
H (-2.73150, 5.91426, -0.48462)
H (-1.84590, 5.52340, -1.95955)
H (-0.47413, 7.99888, 0.57006)
H (1.71914, 6.82901, 1.73103)
H (1.72390, 4.42583, 0.81529)
C (-0.24829, -3.55933, -1.99034)
O (0.56224, -3.12276, -0.99892)
H (-0.45253, -4.65985, -1.94144)
H (0.15977, -3.38679, -3.01553)
H (-1.25860, -3.06269, -1.99459)

These are the Löwdin partial charges, in e, on atoms 1 to 4: atom 1 (Rb): 0.7597, atom 2 (C): -0.1905, atom 3 (Si): 0.3615, atom 4 (C): -0.1908


Which value of net charge does entry 1 give? -1